# 1
17
Properties=species:S:1:pos:R:3:lowdin_charge:R:1 method="wB97M-V/def2-TZVPD" smiles=C[C@@H](Br)[C@H](Br)n1nnc[nH+]1 charge=+1 e_tot_ha=-5523.3446 de_lowest_kcal_mol=0.0 homo_lumo_gap_ha=0.324
H -1.796 -0.248 -0.288 0.07
H 0.318 -1.605 1.259 0.11
H -2.370 1.168 0.560 0.09
C -1.890 0.211 0.692 -0.11
C -0.545 0.412 1.395 -0.81
H -0.163 1.401 1.173 0.07
N 0.261 -1.450 -1.330 0.16
C 0.532 -0.594 0.952 -0.66
N 0.509 -1.030 -2.569 0.12
N 1.234 0.447 -1.174 0.17
H 1.656 1.255 -0.733 0.17
Br -0.775 0.333 3.302 0.79
N 0.675 -0.556 -0.505 -0.16
H 1.483 0.725 -3.272 0.15
C 1.120 0.119 -2.467 -0.05
H -2.508 -0.447 1.284 0.07
Br 2.259 -0.142 1.721 0.81

# 2
18
Properties=species:S:1:pos:R:3:lowdin_charge:R:1 method="wB97M-V/def2-TZVPD" e_tot_ha=-3185.9291 de_lowest_kcal_mol=87.0 homo_lumo_gap_ha="0.214 / 0.354"
H 0.414 -0.541 -1.470 0.15
F -3.181 -1.389 -1.910 -0.01
O 0.452 -1.349 0.931 -0.08
Br -4.069 -0.062 0.205 0.92
C 0.603 0.478 -1.121 -0.14
H 0.674 1.252 -1.789 0.10
O 1.958 0.390 -0.648 -0.04
C -0.365 0.760 -0.004 -0.06
H -1.142 -0.624 1.649 0.10
O -1.457 2.444 -1.081 0.07
H -2.366 -1.892 -0.128 0.04
C -0.286 -0.154 1.221 -0.16
C -3.020 -1.252 -0.632 -0.69
O -2.104 1.722 0.854 -0.07
H 1.136 -1.090 0.332 0.03
H 0.444 0.350 1.999 0.17
N -1.378 1.691 -0.132 -0.42
H 2.054 1.208 -0.197 0.08

# 3
16
Properties=species:S:1:pos:R:3:lowdin_charge:R:1 method="wB97M-V/def2-TZVPD" smiles="CC(=O)N/N=C/Br.C=S" e_tot_ha=-3313.4651 homo_lumo_gap_ha=0.315
H 0.765 -3.814 0.738 0.07
H -0.903 -3.670 0.516 0.08
N -1.715 -1.050 -0.345 -0.06
S 0.164 2.958 0.100 0.65
O 1.518 -2.246 -1.189 0.06
H -1.510 2.662 1.549 -0.07
Br -3.851 0.441 0.402 0.69
H -2.165 0.629 -1.400 0.05
H -0.196 -2.353 1.502 0.11
H -0.682 4.110 1.924 -0.03
C 0.004 -3.047 0.606 -0.02
N -0.553 -1.313 -0.892 0.01
H -0.214 -0.505 -1.477 0.17
C 0.478 -2.165 -0.532 -0.48
C -0.819 3.332 1.284 -0.54
C -2.368 -0.052 -0.624 -0.69

# 4
14
Properties=species:S:1:pos:R:3:lowdin_charge:R:1 method="wB97M-V/def2-TZVPD" e_tot_ha=-3203.9204 de_lowest_kcal_mol=58.7 homo_lumo_gap_ha="0.272 / 0.272"
C 0.439 -0.022 -1.586 -0.48
H 1.160 0.445 -2.351 0.10
H -0.616 0.263 -1.879 0.09
H 0.399 1.916 -0.805 0.14
C -0.375 -0.770 1.437 -0.60
S 0.679 -1.772 -1.125 0.81
O -0.483 -1.954 -0.197 -0.66
Br -1.752 -1.057 2.697 0.75
C -0.474 0.538 0.683 -0.32
H 1.603 0.631 0.079 0.09
H -0.489 1.225 1.652 0.13
C 0.643 0.886 -0.349 -0.29
H -1.420 0.690 0.019 0.14
H 0.686 -1.020 1.725 0.10